Formula: C24H20BrIO5Pt
Source: the Open Molecules 2025 dataset
Level of theory: ωB97M-V/def2-TZVPD

XYZ file:
```
52
Properties=species:S:1:pos:R:3:forces:R:3
Pt -0.809634 -1.043682 -1.383756 -0.2866 -0.0417 0.2273
O -4.698383 -2.477768 -2.930189 -0.0162 -0.0429 0.0257
C -3.848521 -1.620495 -2.357039 0.0215 -0.0061 0.0526
O -3.186823 -1.914182 -1.389649 -0.0535 -0.0249 -0.0779
C -3.938193 -0.263601 -3.023880 0.1164 -0.0224 0.0060
O -2.821163 0.544475 -2.807692 0.0943 0.1374 -0.0454
C -1.981503 0.686559 -3.948803 -0.2285 -0.0509 0.2615
C -1.142727 -0.535283 -4.306170 0.1995 -0.3871 0.1723
O -0.592384 -0.529138 -5.386676 -0.0195 -0.1437 0.0659
O -1.075987 -1.501951 -3.417347 0.0615 0.5038 -0.1052
H -4.630821 -3.314969 -2.447454 -0.0285 -0.0421 0.0171
H -4.808020 0.224794 -2.578165 -0.1066 0.0120 0.0120
H -4.146123 -0.413215 -4.084432 -0.0142 -0.0139 -0.0533
H -1.305722 1.511474 -3.733955 0.0555 0.0520 0.0448
H -2.569624 0.949450 -4.827460 -0.0478 0.0674 -0.0882
C 0.659758 -1.345028 5.378333 -0.0279 -0.0012 -0.0151
C 0.059795 -2.484049 4.857409 0.0228 0.0260 -0.0110
C -0.378241 -2.494418 3.542056 0.0019 -0.0410 0.0270
C -0.243146 -1.364616 2.731543 -0.0543 0.0242 -0.0242
C 0.389725 -0.234368 3.259048 0.0960 0.0381 -0.0220
C 0.832092 -0.225146 4.570799 0.0008 -0.0388 -0.0031
C -0.763583 -1.424235 1.359284 0.0162 0.0294 0.0668
C -0.961203 -0.406383 0.480085 -0.1002 0.1807 -0.2679
C -1.184873 1.014992 0.789241 0.0414 -0.0875 0.0652
C -0.690180 2.030638 -0.032120 0.0479 0.0169 0.0198
C -0.996959 3.359589 0.218111 -0.0086 -0.0395 0.0358
C -1.822005 3.696948 1.283962 0.0075 -0.0011 -0.0146
C -2.320698 2.697669 2.111168 0.0378 -0.0572 0.0011
C -1.999229 1.371175 1.868600 -0.1483 0.0235 0.0741
H 0.997719 -1.330968 6.407662 0.0057 -0.0049 -0.0495
H -0.061130 -3.366278 5.473873 -0.0071 0.0291 -0.0129
H -0.839772 -3.386171 3.130671 0.0066 0.0430 0.0273
H 0.543267 0.634919 2.630620 -0.0042 -0.0633 0.0845
H 1.319760 0.657798 4.965658 -0.0171 -0.0242 -0.0090
H -0.975996 -2.428357 1.002525 0.0130 -0.0642 0.0102
H -0.052350 1.764987 -0.865260 -0.0175 0.0049 -0.0597
H -0.601029 4.133554 -0.427128 0.0015 -0.0127 0.0024
H -2.081974 4.733546 1.465238 0.0337 -0.0524 0.0002
H -2.960964 2.953003 2.947599 0.0190 -0.0173 -0.0461
H -2.389110 0.591932 2.515503 0.0001 0.0544 -0.0640
Br 4.005700 1.933934 -3.501488 -0.0213 -0.0426 0.0017
C 4.513591 0.810183 -2.070653 0.0468 0.0143 0.0430
C 5.783596 0.979031 -1.535192 0.0444 -0.0167 0.0604
C 6.198935 0.196067 -0.469211 0.0472 0.0274 -0.0258
C 5.346602 -0.756015 0.070366 -0.0474 -0.0336 0.0302
C 4.081308 -0.934389 -0.468279 0.1109 0.0084 0.0584
C 3.669815 -0.158750 -1.544743 -0.2522 -0.0212 0.1297
I 1.771355 -0.543561 -2.355773 0.4099 0.0537 -0.5376
H 6.438889 1.728278 -1.958438 -0.0084 -0.0159 0.0137
H 7.194165 0.332894 -0.062676 -0.0698 0.0042 -0.0175
H 5.662335 -1.363648 0.910074 -0.0137 0.0316 -0.0552
H 3.409660 -1.677226 -0.055802 0.0397 0.0288 -0.0320
```
Forces are in eV/Å.

Computed properties:
gap between HOMO and LUMO (spin up / spin down) = 7.30 / 6.42 eV
LUMO (spin up / spin down) = -0.075 / -1.838 eV
net charge = 0
electronic energy = -116837.1251 eV
spin multiplicity = 3
HOMO energy (spin up / spin down) = -0.2710 / -0.3035 Eh